Entry from the OMol25 dataset: a molecular structure, C25H45BrClIrP in a non-equilibrium geometry (wB97M-V/def2-TZVPD).

Energy in Ha: -4459.13270
Net charge: 0
2S+1: 6
Relative energy (zero: lowest compared OMol25 entry of this formula, charge and spin) in kJ/mol: 260.63
M in g mol⁻¹: 684.183
Expectation value of S²: 8.768

The geometry in XYZ format:
```
74
C25H45BrClIrP wB97M-V/def2-TZVPD
Ir 1.19051 0.03688 2.33637
Cl -0.02232 0.07012 4.41626
P 0.27448 0.56451 0.10101
C -3.06306 -0.99546 1.98166
H -3.05887 -0.43351 1.06543
H -2.29171 -0.41494 2.61727
C 2.06345 0.79849 -0.30384
C -0.56661 2.23835 -0.06689
C 2.48486 0.90617 -1.76649
H 2.30535 1.74373 0.21756
C 3.97679 1.25342 -1.77798
H 2.30516 -0.03793 -2.30032
H 1.90035 1.68311 -2.28185
C 4.86012 0.36836 -0.87756
H 4.33661 1.21638 -2.80698
H 4.08120 2.30031 -1.46286
C 4.26309 0.10102 0.51170
H 5.02543 -0.59376 -1.39271
H 5.84104 0.84926 -0.76006
C 2.79370 -0.32957 0.42529
H 4.84462 -0.66875 1.02832
H 4.30418 1.01040 1.13382
H 2.71834 -1.25904 -0.16877
H 2.41257 -0.54423 1.52811
C -0.43099 -0.43977 -1.30468
C -2.07844 2.13316 -0.32172
H -0.33960 2.58191 0.95840
C -2.81724 3.47812 -0.28212
H -2.25333 1.75326 -1.33775
H -2.54443 1.41626 0.37201
C -2.16241 4.52953 -1.17272
H -3.84339 3.31645 -0.61141
H -2.90169 3.84374 0.74861
C -0.63886 4.56992 -1.00491
H -2.40619 4.28006 -2.21931
H -2.58673 5.51780 -0.97556
C 0.06281 3.20243 -1.07621
H -0.21374 5.24492 -1.75071
H -0.40202 5.00792 -0.02736
H -0.06913 2.82164 -2.10369
H 1.14066 3.33069 -0.91159
C 0.30308 -1.77058 -1.48860
H -1.43354 -0.65565 -0.89384
C -0.50504 -2.71978 -2.37443
H 1.28799 -1.59096 -1.94998
H 0.47953 -2.25543 -0.52174
C -0.90773 -2.09478 -3.72061
H 0.08266 -3.62468 -2.55281
H -1.39651 -3.04448 -1.81968
C -1.48918 -0.67961 -3.60058
H -0.01692 -2.06440 -4.36941
H -1.61950 -2.75470 -4.22276
C -0.67264 0.23055 -2.67742
H -1.54669 -0.25751 -4.60798
H -2.53245 -0.71906 -3.25761
H 0.28560 0.43760 -3.17552
H -1.18941 1.19713 -2.60431
C 0.17908 -1.51605 2.18147
C -2.81145 -2.29379 1.92077
H -0.25047 -1.99525 1.15213
C -2.84086 -3.03490 3.22541
H -2.13689 -2.83645 1.18216
C -1.87287 -2.81406 4.47393
H -3.85360 -2.75834 3.51249
H -2.79080 -4.13739 2.94231
C -0.46097 -3.35510 4.23906
H -1.90742 -1.74598 4.81474
H -2.35069 -3.45124 5.24895
C 0.33002 -2.75379 2.98222
H 0.11683 -3.19638 5.17733
H -0.57113 -4.42761 4.02247
H 1.26922 -2.42616 3.36611
H 0.46715 -3.61369 2.28707
Br 1.86110 2.27114 2.73294
```

Mulliken atomic charge list, values in e, 8 entries:
1. Ir 0.87
2. Cl -0.42
3. P 0.10
4. C -0.85
5. H 0.41
6. H 0.19
7. C -0.79
8. C 0.29

***

Entry from the OMol25 dataset: a molecular structure, C25H45N2P3SSeZr in a non-equilibrium geometry (wB97M-V/def2-TZVPD).

Energy in Ha: -4958.26283
Net charge: +4
Relative energy (zero: lowest compared OMol25 entry of this formula, charge and spin) in kJ/mol: 144.73
M in g mol⁻¹: 668.822

The geometry in XYZ format:
```
78
C25H45N2P3SSeZr wB97M-V/def2-TZVPD
Zr 0.58073 -0.61414 -0.97530
P -0.67247 1.47960 0.35394
P -1.93895 -1.68881 -0.73491
P 2.67130 1.22109 -0.85313
H 2.40722 -2.02751 -3.13895
C 1.65511 -1.61476 -2.45906
C 0.97682 -2.70591 -1.69865
H 1.47637 -3.12122 -0.79385
C -1.74981 2.56566 -0.65669
C -1.83230 1.09060 1.72004
C 0.29168 2.79065 1.19974
C -2.37816 -3.22371 -1.63529
C -2.52880 -2.22713 0.90408
C -3.39428 -0.69147 -1.23829
C 4.09859 0.64261 -1.85160
C 3.45328 1.64027 0.74128
C 2.41702 2.89221 -1.57740
H 2.34414 -0.88369 -1.82573
H -0.07250 -2.96144 -1.86925
H -2.35813 3.17474 0.03125
H -2.40896 1.97915 -1.30816
H -1.12984 3.22560 -1.27886
H -2.05753 2.03811 2.23799
H -1.37497 0.39268 2.43773
H -2.77051 0.66506 1.34076
H -0.41998 3.39410 1.78524
H 0.79324 3.44202 0.47009
H 1.03951 2.35910 1.87982
H -3.44114 -3.43048 -1.45291
H -1.79161 -4.07389 -1.27634
H -2.22096 -3.12516 -2.71265
H -2.48010 -1.42286 1.65037
H -1.91914 -3.06456 1.27950
H -3.57891 -2.56088 0.81849
H -4.27571 -1.35228 -1.23455
H -3.26214 -0.29430 -2.25168
H -3.58077 0.14979 -0.56086
H 5.03121 0.92543 -1.34009
H 4.07304 1.10549 -2.85068
H 4.09291 -0.45090 -1.97631
H 4.54329 1.64440 0.60613
H 3.19318 0.88067 1.49427
H 3.11735 2.62692 1.08510
H 3.05914 3.00037 -2.46307
H 2.69295 3.66037 -0.84149
H 1.37182 3.04588 -1.88160
C 0.60166 -0.84688 -3.28792
C 0.58260 0.55569 -3.16000
C -0.60682 1.25605 -3.49685
C -1.67501 0.54135 -4.03786
C -1.61342 -0.85779 -4.23000
C -0.44987 -1.55291 -3.90184
S 1.63257 -5.09582 -2.98940
H 2.56352 -4.42813 -3.56110
H 1.52716 1.09996 -3.14713
H -0.66483 2.35050 -3.41586
H -2.59730 1.07380 -4.34299
H -2.48331 -1.38742 -4.65898
H -0.32840 -2.61947 -4.09366
C 1.20860 0.05425 3.95857
N 0.63796 -1.25750 3.65783
C 0.85289 -1.97383 2.52253
Se 2.12654 -1.57658 1.19432
N 0.06282 -3.07831 2.64284
C -0.64784 -3.08289 3.86495
C -1.75422 -3.79259 4.30148
C -2.39778 -3.35108 5.45454
C -1.96940 -2.18821 6.13608
C -0.90579 -1.44273 5.65218
C -0.25021 -1.91198 4.52976
H 1.24375 0.16963 5.04799
H 0.60112 0.87606 3.53625
H 2.22395 0.09225 3.53773
H 0.00755 -3.80602 1.92768
H -2.08928 -4.67014 3.71042
H -3.26216 -3.89464 5.84325
H -2.48805 -1.88044 7.03338
H -0.55521 -0.50084 6.09613
```

Mulliken atomic charge list, values in e, 8 entries:
1. Zr -1.97
2. P 1.16
3. P 0.86
4. P 1.66
5. H 0.87
6. C 0.69
7. C -1.84
8. H 1.26